No. 1
{"formula": "C29H55Cl26N3O6S", "method": "the ωB97M-V functional and the def2-TZVPD basis", "symbols": ["C", "C", "C", "C", "C", "C", "C", "O", "N", "O", "O", "S", "O", "O", "O", "C", "C", "C", "C", "C", "C", "N", "N", "C", "C", "C", "H", "H", "H", "H", "H", "H", "H", "H", "H", "H", "H", "H", "H", "H", "H", "H", "H", "H", "H", "H", "H", "H", "H", "H", "H", "H", "H", "H", "H", "C", "Cl", "Cl", "H", "H", "C", "Cl", "Cl", "H", "H", "C", "Cl", "Cl", "H", "H", "C", "Cl", "Cl", "H", "H", "C", "Cl", "Cl", "H", "H", "C", "Cl", "Cl", "H", "H", "C", "Cl", "Cl", "H", "H", "C", "Cl", "Cl", "H", "H", "C", "Cl", "Cl", "H", "H", "C", "Cl", "Cl", "H", "H", "C", "Cl", "Cl", "H", "H", "C", "Cl", "Cl", "H", "H", "C", "Cl", "Cl", "H", "H"], "coordinates": [[6.638, 2.543, 1.576], [7.070, 2.039, 0.426], [7.359, 1.266, -0.982], [6.153, 1.479, -2.056], [5.159, 0.213, -2.176], [4.045, 0.126, -0.983], [3.162, 1.484, -0.720], [3.891, 2.507, 0.027], [3.732, 3.746, -0.506], [2.585, 4.119, -0.383], [4.824, -0.195, 0.240], [5.245, -1.849, 0.312], [6.740, -2.140, 0.155], [4.954, -2.375, 1.712], [4.231, -2.308, -0.952], [3.188, -1.273, -1.164], [2.564, -1.624, -2.614], [1.326, -0.693, -3.079], [-0.140, -1.335, -2.852], [-0.980, -0.707, -1.624], [-0.985, 0.910, -1.564], [-2.020, 1.446, -0.615], [2.230, -1.435, -0.027], [1.911, -2.873, 0.246], [0.561, -3.047, 1.163], [0.581, -2.054, 2.454], [5.921, 3.020, 2.355], [8.364, 1.719, -1.360], [7.583, 0.143, -0.792], [5.590, 2.485, -1.912], [6.680, 1.577, -3.095], [4.539, 0.363, -3.156], [5.790, -0.746, -2.276], [2.225, 1.186, -0.092], [2.851, 1.870, -1.769], [3.387, -1.501, -3.434], [2.235, -2.741, -2.679], [1.443, -0.547, -4.232], [1.482, 0.346, -2.615], [0.016, -2.471, -2.642], [-0.756, -1.294, -3.839], [-2.093, -1.023, -1.788], [-0.699, -1.128, -0.582], [0.054, 1.214, -1.111], [-1.009, 1.415, -2.611], [-1.823, 2.467, -0.488], [-1.750, 1.039, 0.313], [1.385, -0.853, -0.134], [1.702, -3.498, -0.717], [2.751, -3.396, 0.864], [-0.409, -2.962, 0.532], [0.606, -4.121, 1.577], [1.643, -2.067, 2.924], [0.221, -0.983, 2.185], [-0.185, -2.467, 3.228], [-2.437, 4.718, 1.477], [-1.556, 4.045, 2.854], [-1.473, 4.625, -0.003], [-3.360, 4.155, 1.337], [-2.671, 5.763, 1.683], [-6.412, 2.772, 0.855], [-5.156, 2.432, 2.053], [-5.751, 2.765, -0.783], [-7.189, 2.007, 0.928], [-6.841, 3.754, 1.060], [4.033, -1.185, 4.569], [4.804, -0.082, 5.717], [2.416, -0.621, 4.130], [4.644, -1.243, 3.668], [3.952, -2.171, 5.024], [3.841, 5.894, -3.798], [5.289, 6.102, -4.793], [4.145, 4.793, -2.447], [3.540, 6.864, -3.403], [3.042, 5.484, -4.417], [-8.081, -0.998, 0.282], [-8.756, 0.587, 0.674], [-6.404, -0.858, -0.256], [-8.117, -1.629, 1.171], [-8.674, -1.449, -0.514], [3.462, -4.841, 4.092], [2.825, -4.287, 5.646], [2.166, -5.443, 3.051], [3.958, -4.006, 3.594], [4.179, -5.643, 4.267], [-9.642, -4.867, -1.065], [-10.318, -3.282, -0.673], [-7.964, -4.729, -1.604], [-9.678, -5.497, -0.176], [-10.234, -5.318, -1.861], [2.426, 1.735, -6.022], [2.506, 2.089, -4.292], [1.653, 3.054, -6.908], [3.439, 1.599, -6.403], [1.850, 0.822, -6.171], [7.016, -6.481, 2.534], [6.380, -5.931, 4.089], [5.720, -7.082, 1.493], [7.510, -5.646, 2.038], [7.732, -7.284, 2.708], [-11.081, 0.371, 4.113], [-10.624, -1.130, 3.300], [-11.820, 1.510, 2.981], [-11.797, 0.143, 4.903], [-10.190, 0.828, 4.543], [-13.284, 3.815, 0.537], [-13.954, 5.403, 0.928], [-11.605, 3.945, -0.002], [-13.323, 3.185, 1.425], [-13.878, 3.366, -0.260], [4.948, 4.792, 5.377], [5.885, 5.659, 4.153], [4.399, 3.226, 4.768], [5.574, 4.632, 6.254], [4.079, 5.391, 5.648], [-3.467, -3.177, -4.660], [-1.711, -3.368, -4.579], [-4.081, -2.331, -3.237], [-3.720, -2.603, -5.551], [-3.929, -4.163, -4.714]], "mulliken_charge": [-0.26, -0.05, -0.47, -0.10, -0.69, 0.54, -0.19, 0.16, 0.01, -0.28, -0.13, 1.17, -0.71, -0.54, -0.58, 0.56, -1.81, 1.15, -0.63, 0.17, -0.17, -0.32, 0.73, -0.03, -0.57, -0.43, 0.08, 0.40, 0.19, -0.21, 0.40, 0.08, 0.42, -0.10, -0.06, 0.42, 0.53, -0.17, -0.53, 0.35, 0.47, -0.20, -0.38, -0.02, 0.29, -0.01, 0.27, -0.03, 0.04, 0.05, 0.32, 0.29, -0.23, 0.19, 0.31, 0.40, -0.15, -0.18, -0.39, 0.31, 0.54, -0.18, -0.13, -0.57, 0.34, 0.56, -0.18, -0.14, -0.12, -0.13, -0.36, -0.18, 0.08, 0.34, 0.21, -0.04, -0.20, -0.11, 0.27, 0.02, 0.73, -0.19, -0.17, -0.46, 0.16, -0.26, -0.13, -0.13, 0.27, 0.28, -0.46, 0.09, -0.17, 0.36, 0.30, -0.23, -0.14, -0.15, 0.22, 0.33, -0.39, -0.12, -0.09, 0.32, 0.27, -0.02, -0.16, -0.12, 0.02, 0.28, -0.32, -0.15, -0.07, 0.27, 0.28, -0.39, -0.08, -0.09, 0.30, 0.31], "total_charge": 0, "fmax_ev_per_a": 7.18, "energy_ha": -14116.331466, "homo_energy_ev": -8.879, "multiplicity": 1}

No. 2
{"formula": "C33H76N6O2P", "method": "the ωB97M-V functional and the def2-TZVPD basis", "symbols": ["C", "C", "N", "C", "C", "P", "O", "N", "C", "C", "O", "C", "C", "C", "H", "H", "H", "H", "H", "H", "H", "H", "H", "H", "H", "H", "H", "H", "H", "H", "C", "C", "N", "C", "C", "C", "C", "H", "H", "H", "H", "H", "H", "H", "H", "H", "H", "H", "H", "H", "H", "H", "C", "C", "N", "C", "C", "C", "C", "H", "H", "H", "H", "H", "H", "H", "H", "H", "H", "H", "H", "H", "H", "H", "C", "C", "N", "C", "C", "C", "C", "H", "H", "H", "H", "H", "H", "H", "H", "H", "H", "H", "H", "H", "H", "H", "C", "C", "N", "C", "C", "C", "C", "H", "H", "H", "H", "H", "H", "H", "H", "H", "H", "H", "H", "H", "H", "H"], "coordinates": [[6.249, -1.895, 0.530], [5.329, -1.146, 1.214], [4.129, -0.658, 0.553], [3.726, 0.628, 0.400], [2.539, 0.607, -0.283], [1.572, 2.066, -0.798], [2.435, 3.101, -1.391], [2.255, -0.726, -0.487], [1.069, -1.328, -1.136], [-0.236, -0.957, -0.415], [-0.705, -1.902, 0.495], [0.116, -2.064, 1.639], [0.267, -0.807, 2.504], [3.227, -1.485, 0.005], [5.968, -2.879, 0.158], [7.253, -1.503, 0.401], [5.377, -0.940, 2.278], [4.278, 1.478, 0.762], [0.504, 1.707, -1.644], [0.972, 2.606, 0.359], [1.018, -0.858, -2.121], [1.201, -2.390, -1.325], [-1.004, -0.874, -1.184], [-0.121, 0.049, 0.010], [1.090, -2.506, 1.395], [-0.381, -2.819, 2.245], [-0.469, -0.043, 2.260], [0.200, -1.074, 3.555], [1.249, -0.346, 2.347], [3.233, -2.559, -0.042], [-5.178, -0.470, 3.586], [-4.402, -0.166, 4.859], [-3.082, 0.393, 4.614], [-2.250, 0.444, 5.805], [-2.688, 1.354, 6.958], [-3.045, 1.579, 3.776], [-3.842, 2.803, 4.238], [-4.616, -1.142, 2.936], [-6.121, -0.955, 3.840], [-5.422, 0.434, 3.027], [-4.275, -1.104, 5.404], [-5.018, 0.485, 5.499], [-1.231, 0.714, 5.508], [-2.172, -0.577, 6.193], [-2.496, 2.404, 6.744], [-2.115, 1.106, 7.854], [-3.743, 1.234, 7.203], [-3.399, 1.303, 2.778], [-2.001, 1.871, 3.620], [-4.829, 2.530, 4.611], [-3.990, 3.486, 3.399], [-3.322, 3.365, 5.012], [3.632, -2.479, -3.896], [3.409, -3.962, -3.633], [2.912, -4.678, -4.785], [2.458, -6.024, -4.471], [3.494, -7.042, -3.980], [3.705, -4.544, -5.999], [5.174, -4.982, -5.952], [2.720, -1.998, -4.254], [3.934, -1.979, -2.970], [4.426, -2.305, -4.622], [2.667, -4.057, -2.830], [4.346, -4.392, -3.240], [1.948, -6.431, -5.347], [1.679, -5.937, -3.705], [4.120, -7.408, -4.792], [2.980, -7.909, -3.562], [4.138, -6.637, -3.198], [3.673, -3.497, -6.311], [3.197, -5.081, -6.803], [5.678, -4.650, -5.043], [5.711, -4.550, -6.797], [5.281, -6.063, -6.028], [4.399, 1.188, -3.603], [5.830, 1.328, -4.095], [6.064, 0.673, -5.367], [7.474, 0.582, -5.714], [8.243, 1.885, -5.965], [5.173, 1.060, -6.450], [5.125, 2.541, -6.850], [4.098, 0.143, -3.530], [4.304, 1.631, -2.609], [3.696, 1.705, -4.257], [6.489, 0.868, -3.352], [6.089, 2.398, -4.117], [7.576, -0.064, -6.590], [7.977, 0.044, -4.903], [8.001, 2.320, -6.933], [9.315, 1.677, -5.971], [8.061, 2.631, -5.191], [4.159, 0.750, -6.181], [5.416, 0.459, -7.329], [5.103, 3.205, -5.985], [4.222, 2.733, -7.432], [5.970, 2.821, -7.477], [-7.910, 1.968, 6.482], [-7.837, 2.664, 5.131], [-9.050, 2.546, 4.347], [-8.884, 2.979, 2.970], [-8.565, 4.456, 2.708], [-10.271, 2.986, 5.003], [-10.342, 4.437, 5.496], [-8.162, 0.913, 6.365], [-6.941, 2.033, 6.980], [-8.643, 2.430, 7.144], [-7.022, 2.198, 4.567], [-7.546, 3.715, 5.290], [-9.781, 2.705, 2.409], [-8.080, 2.377, 2.533], [-9.441, 5.090, 2.834], [-8.234, 4.578, 1.674], [-7.768, 4.830, 3.352], [-10.450, 2.329, 5.858], [-11.112, 2.793, 4.333], [-9.422, 4.754, 5.989], [-11.152, 4.538, 6.221], [-10.555, 5.134, 4.687]], "mulliken_charge": [-0.64, -0.28, 0.28, -0.78, 0.10, 0.43, -0.61, 0.93, -0.88, -0.46, -0.45, -0.13, -0.83, -0.57, 0.28, 0.28, 0.41, 0.57, 0.10, 0.09, 0.45, 0.33, 0.41, 0.26, 0.06, 0.46, 0.12, 0.42, 0.17, 0.44, -1.39, -0.20, 0.28, -0.63, -1.08, -0.81, -0.97, 0.33, 0.44, 0.21, 0.45, 0.13, 0.26, 0.47, 0.28, 0.42, 0.22, 0.44, 0.37, 0.07, 0.42, 0.32, -1.00, -0.53, 0.11, -0.70, -0.96, -0.68, -0.99, 0.28, 0.07, 0.46, 0.42, 0.20, 0.39, 0.38, 0.24, 0.40, 0.25, 0.34, 0.37, 0.24, 0.38, 0.30, -0.65, -0.75, 0.31, -0.66, -1.02, -0.75, -1.13, -0.02, 0.26, 0.32, 0.46, 0.28, 0.34, 0.39, 0.23, 0.41, 0.27, 0.29, 0.50, 0.25, 0.39, 0.30, -1.50, 0.37, 0.04, -0.60, -1.02, -0.76, -0.97, 0.32, 0.35, 0.42, -0.17, 0.24, 0.39, 0.30, 0.26, 0.41, 0.27, 0.38, 0.39, 0.25, 0.37, 0.28], "total_charge": 1, "fmax_ev_per_a": 3.32, "energy_ha": -2122.897539, "homo_energy_ev": -9.299, "multiplicity": 1}

No. 3
{"formula": "C18H18N5O3PtS", "method": "the ωB97M-V functional and the def2-TZVPD basis", "symbols": ["Pt", "N", "C", "C", "C", "C", "C", "C", "N", "C", "C", "C", "S", "C", "N", "H", "H", "H", "H", "H", "H", "H", "C", "N", "C", "C", "C", "O", "N", "C", "O", "H", "H", "H", "H", "H", "C", "C", "C", "O", "H", "H", "H", "H", "H", "H"], "coordinates": [[-0.098, 1.562, -0.869], [-0.050, -2.561, -0.186], [-1.031, -2.444, -1.117], [-1.695, -3.403, -1.867], [-2.671, -2.951, -2.737], [-2.991, -1.578, -2.864], [-2.328, -0.628, -2.136], [-1.324, -1.065, -1.249], [-0.517, -0.338, -0.457], [0.241, -1.268, 0.389], [2.092, 0.285, 0.955], [3.002, 0.428, 1.954], [3.226, 2.072, 2.311], [2.077, 2.490, 1.149], [1.573, 1.472, 0.501], [0.461, -3.401, 0.023], [-1.461, -4.456, -1.782], [-3.210, -3.671, -3.338], [-3.776, -1.282, -3.546], [-2.560, 0.425, -2.222], [3.570, -0.339, 2.455], [1.802, 3.514, 0.943], [-0.333, -2.132, 4.062], [0.207, -2.171, 2.693], [1.152, -3.141, 2.383], [2.126, -3.162, 1.461], [2.589, -2.029, 0.640], [3.734, -1.938, 0.286], [1.674, -0.959, 0.412], [-0.269, -1.180, 1.847], [-0.987, -0.301, 2.243], [0.020, -3.008, 4.597], [-1.419, -2.123, 4.035], [0.007, -1.234, 4.574], [1.067, -4.007, 3.029], [2.763, -4.035, 1.425], [0.283, 5.637, -2.428], [-0.328, 4.391, -1.885], [-1.802, 4.316, -1.679], [0.421, 3.459, -1.584], [-0.290, 5.998, -3.283], [1.322, 5.473, -2.698], [0.228, 6.412, -1.657], [-2.338, 5.044, -2.282], [-2.002, 4.521, -0.623], [-2.157, 3.307, -1.880]], "mulliken_charge": [0.37, 0.22, 0.59, -0.94, -0.54, -0.68, -0.60, 0.77, -0.35, 0.24, -0.05, -0.08, -0.15, -0.04, -0.39, 0.32, 0.44, 0.40, 0.44, 0.30, 0.46, 0.34, -0.89, 0.19, 0.28, -1.25, 0.43, -0.53, 0.36, -0.07, -0.58, 0.33, 0.33, 0.31, 0.39, 0.47, -1.24, 1.21, -1.12, -0.60, 0.39, 0.31, 0.32, 0.38, 0.33, 0.20], "total_charge": 1, "de_lowest_kcal_mol": 49.4, "fmax_ev_per_a": 0.32, "energy_ha": -1713.472590, "homo_energy_ev": [-10.396, -11.301], "multiplicity": 3, "s2": 2.03}

No. 4
{"formula": "CH3NO2S", "method": "the ωB97M-V functional and the def2-TZVPD basis", "symbols": ["C", "N", "O", "O", "S", "H", "H", "H"], "coordinates": [[-0.178, 0.567, 0.062], [0.423, -0.474, -0.724], [0.184, -1.624, -0.414], [1.117, -0.124, -1.647], [-1.426, 0.122, 1.174], [1.330, 1.218, 0.920], [-0.318, 1.500, -0.464], [-1.132, -1.184, 1.091]], "mulliken_charge": [-0.45, 0.96, -0.60, -0.52, -0.18, 0.19, 0.39, 0.21], "total_charge": 0, "de_lowest_kcal_mol": 128.8, "fmax_ev_per_a": 4.50, "energy_ha": -643.108907, "homo_energy_ev": [-9.498, -9.499], "multiplicity": 1}

No. 5
{"formula": "C2H4N2S", "method": "the ωB97M-V functional and the def2-TZVPD basis", "symbols": ["H", "N", "C", "N", "C", "S", "H", "H", "H"], "coordinates": [[0.138, -2.040, -1.392], [0.558, -1.518, -0.601], [0.098, -0.383, -0.202], [0.792, 0.125, 0.879], [-1.073, 0.828, -0.274], [-1.072, 1.686, -1.553], [1.642, -0.341, 1.175], [0.589, 0.976, 1.343], [-1.671, 0.667, 0.623]], "mulliken_charge": [0.22, -0.70, 0.60, -0.41, -0.23, -0.23, 0.23, 0.16, 0.35], "total_charge": 0, "de_lowest_kcal_mol": 42.3, "fmax_ev_per_a": 5.54, "energy_ha": -586.226972, "homo_energy_ev": -8.684, "multiplicity": 1, "smiles": "[H]/N=C(/N)C=S"}

No. 6
{"formula": "C20H34N4O2", "method": "the ωB97M-V functional and the def2-TZVPD basis", "symbols": ["C", "N", "C", "C", "C", "N", "C", "C", "C", "C", "C", "C", "O", "C", "C", "C", "N", "N", "C", "C", "C", "C", "C", "C", "C", "O", "H", "H", "H", "H", "H", "H", "H", "H", "H", "H", "H", "H", "H", "H", "H", "H", "H", "H", "H", "H", "H", "H", "H", "H", "H", "H", "H", "H", "H", "H", "H", "H", "H", "H"], "coordinates": [[2.102, 3.804, -1.670], [2.281, 2.805, -0.640], [2.889, 1.565, -1.065], [1.856, 0.564, -1.614], [2.262, -0.882, -1.307], [2.182, -1.123, 0.125], [3.236, -1.957, 0.675], [3.077, -3.445, 0.344], [1.722, -3.934, 0.851], [0.612, -3.071, 0.258], [0.879, -1.594, 0.567], [1.719, 3.016, 0.575], [1.148, 4.057, 0.844], [1.885, 1.918, 1.623], [0.712, 1.970, 2.607], [-0.485, 1.335, 2.012], [-1.300, 0.507, 2.575], [-2.235, 0.179, 1.655], [-1.946, 0.818, 0.570], [-2.648, 0.821, -0.739], [-4.040, 1.456, -0.607], [-4.978, 0.575, 0.210], [-5.095, -0.807, -0.424], [-3.718, -1.457, -0.499], [-2.769, -0.594, -1.322], [-0.835, 1.576, 0.728], [1.587, 4.655, -1.230], [1.506, 3.407, -2.494], [3.073, 4.126, -2.054], [3.422, 1.111, -0.230], [3.625, 1.805, -1.837], [1.739, 0.687, -2.692], [0.891, 0.769, -1.148], [1.622, -1.563, -1.885], [3.292, -1.036, -1.640], [4.198, -1.585, 0.315], [3.209, -1.830, 1.763], [3.140, -3.586, -0.737], [3.886, -4.011, 0.807], [1.572, -4.982, 0.582], [1.696, -3.858, 1.940], [0.571, -3.224, -0.824], [-0.357, -3.352, 0.672], [0.110, -0.976, 0.100], [0.822, -1.442, 1.650], [1.946, 0.926, 1.178], [2.814, 2.122, 2.160], [0.937, 1.452, 3.538], [0.487, 3.019, 2.822], [-2.038, 1.438, -1.411], [-3.950, 2.442, -0.145], [-4.447, 1.592, -1.612], [-4.581, 0.468, 1.220], [-5.960, 1.048, 0.272], [-5.767, -1.430, 0.168], [-5.517, -0.717, -1.429], [-3.320, -1.561, 0.511], [-3.792, -2.449, -0.949], [-1.783, -1.063, -1.369], [-3.147, -0.506, -2.344]], "mulliken_charge": [-1.16, 0.15, -1.42, 0.66, -1.20, 0.83, -1.19, -0.56, -0.90, -0.85, -0.07, 0.73, -0.72, 0.52, -0.96, 0.70, -1.06, 0.06, 0.12, 0.77, -1.42, -0.53, -0.89, -0.56, -0.88, -0.19, 0.37, 0.34, 0.33, 0.39, 0.40, 0.61, -0.54, 0.31, 0.49, 0.50, 0.35, 0.29, 0.38, 0.40, 0.32, 0.28, 0.47, -0.85, 0.73, -0.72, 0.45, 0.31, 0.40, 0.37, 0.36, 0.49, 0.33, 0.37, 0.37, 0.35, 0.29, 0.44, 0.10, 0.48], "total_charge": 0, "de_lowest_kcal_mol": 13.4, "fmax_ev_per_a": 1.42, "energy_ha": -1152.013668, "homo_energy_ev": -8.477, "multiplicity": 1, "smiles": "CN(CCCN1CCCCC1)C(=O)CCc1nnc(C2CCCCC2)o1"}